{"formula": "C6H36O15", "method": "ωB97M-V with the def2-TZVPD basis set", "symbols": ["C", "C", "C", "C", "C", "C", "H", "H", "H", "H", "H", "H", "H", "H", "O", "H", "H", "O", "H", "H", "O", "H", "H", "O", "H", "H", "O", "H", "H", "O", "H", "H", "O", "H", "H", "O", "H", "H", "O", "H", "H", "O", "H", "H", "O", "H", "H", "O", "H", "H", "O", "H", "H", "O", "H", "H", "O"], "positions_angstrom": [[-0.1821, -1.2789, -3.7299], [-1.2864, -0.6097, -3.2295], [-1.2866, 0.0152, -1.9916], [-0.0933, -0.0920, -1.2047], [0.9918, -0.7501, -1.7643], [0.9726, -1.4580, -3.0038], [-0.3619, -1.5391, -4.7596], [-2.2154, -0.5276, -3.7903], [-2.1576, 0.3855, -1.5397], [-0.0796, 0.3829, -0.2262], [1.9578, -0.7592, -1.2308], [1.7667, -2.1223, -3.2816], [-3.6259, -0.9641, 3.1262], [-3.1028, -0.1724, 4.3866], [-3.1900, -1.0523, 3.9760], [-0.1757, -3.4786, -1.6175], [0.4067, -4.8832, -2.0034], [0.0718, -4.3491, -1.2810], [1.9351, 2.4548, -2.4002], [3.5872, 2.5107, -2.7284], [2.8395, 2.6746, -2.1627], [0.8361, 3.1675, -1.0723], [-0.2910, 3.4343, -0.0602], [0.0920, 2.7424, -0.6132], [1.1145, 2.8061, 2.2770], [1.7519, 3.6089, 1.1414], [1.5938, 3.6183, 2.0877], [-2.2465, -2.7564, 2.9398], [-1.0674, -3.2911, 2.0489], [-1.8557, -2.7238, 2.0530], [0.0218, -0.1744, 2.0110], [-1.3191, -0.1709, 2.7720], [-0.4546, 0.2600, 2.7515], [-0.2050, -1.9865, 0.9169], [1.1168, -1.8306, 1.6580], [0.5547, -1.3975, 0.9879], [3.8249, -0.5231, -0.5963], [4.8662, 0.4703, -1.1618], [4.7554, -0.2607, -0.5453], [0.5389, -4.5466, 2.3225], [0.4141, -4.4012, 0.7641], [0.6755, -3.9455, 1.5836], [-1.6350, 0.7419, 4.5529], [-1.8060, 2.0908, 4.0682], [-2.2936, 1.4498, 4.6141], [-2.9542, -0.8015, -0.8141], [-3.2682, -1.4605, 0.7291], [-3.2076, -0.7546, 0.0928], [-2.8297, 1.7557, 0.2088], [-1.4144, 2.1818, 0.8010], [-2.3677, 2.3008, 0.8525], [3.8082, 2.3920, -0.2472], [4.1243, 2.6701, 1.1695], [3.5302, 2.1114, 0.6327], [-0.8449, 3.3472, -4.0077], [-0.2876, 2.3959, -2.9163], [-0.0430, 3.0927, -3.5463]], "forces_ev_per_a": [[-0.8, 0.0, -1.1], [-0.9, 1.1, 0.7], [2.8, -1.7, 0.4], [-1.2, 0.6, -1.4], [1.4, -0.8, 0.0], [-1.1, 1.5, 1.5], [0.6, -0.9, -0.2], [0.3, -0.2, -0.3], [-0.8, 1.1, 0.1], [0.3, -0.3, -0.5], [-0.9, -0.1, 0.0], [0.4, 0.2, -0.3], [-0.2, 0.5, 0.1], [-0.6, -0.1, -0.6], [0.2, -0.5, 0.3], [0.2, -0.1, -0.2], [0.0, 0.2, -0.2], [-0.2, 0.0, 0.6], [0.7, -0.5, -1.3], [-0.7, -0.4, -1.0], [0.2, 0.8, 1.9], [-0.3, 0.0, 0.5], [0.0, 0.2, -0.2], [0.4, 0.3, -0.1], [0.1, -0.2, -0.1], [0.2, -0.4, 0.0], [-0.4, 0.5, 0.4], [0.3, 0.2, -0.1], [-0.2, 0.1, 0.1], [-0.3, -0.2, 0.0], [-0.3, 0.0, 0.4], [0.1, -0.1, -0.2], [0.0, 0.5, 0.1], [0.0, 0.2, 0.1], [-0.4, 0.0, -0.5], [1.0, -0.2, 0.5], [0.4, 0.3, 0.1], [-0.2, -0.1, 0.1], [0.0, -0.4, -0.2], [0.2, -0.3, -0.2], [0.2, 0.0, 0.0], [-0.3, -0.3, 0.2], [0.2, 0.0, 0.4], [-0.7, 0.1, 0.0], [0.9, 0.1, -0.2], [0.2, -1.7, -0.2], [0.6, -1.0, -0.9], [-1.0, 2.3, 1.4], [0.5, -0.3, 0.1], [-0.3, -0.7, -0.2], [-0.3, 0.7, 0.4], [-0.5, -0.2, -0.3], [-0.6, -0.5, 0.2], [0.8, 0.9, 0.2], [-0.1, -0.1, 0.1], [-0.4, 0.2, -0.2], [0.4, -0.3, 0.2]], "energy_ha": -1378.7559, "fmax_ev_per_a": 3.28, "multiplicity": 1, "homo_lumo_gap_ev": 9.71}



{"formula": "C26H34N4O3", "method": "ωB97M-V with the def2-TZVPD basis set", "symbols": ["C", "C", "C", "C", "C", "C", "N", "C", "C", "O", "N", "C", "C", "C", "C", "C", "C", "C", "O", "C", "C", "C", "C", "O", "N", "C", "C", "C", "C", "C", "N", "C", "C", "H", "H", "H", "H", "H", "H", "H", "H", "H", "H", "H", "H", "H", "H", "H", "H", "H", "H", "H", "H", "H", "H", "H", "H", "H", "H", "H", "H", "H", "H", "H", "H", "H", "H"], "positions_angstrom": [[4.1446, 0.5075, 0.7796], [3.0654, 1.3479, 1.3922], [3.4019, 2.4965, 2.0944], [2.4328, 3.2862, 2.6867], [1.1039, 2.9287, 2.5758], [0.7529, 1.7882, 1.8650], [-0.6300, 1.4429, 1.7880], [-1.1360, 0.5309, 2.8040], [-1.3149, -0.9117, 2.2905], [-0.6216, -1.8211, 2.7036], [-2.3003, -1.0187, 1.3917], [-2.6776, -2.2497, 0.7108], [-3.1242, -3.3164, 1.7136], [-3.5563, -4.5822, 0.9809], [-2.4156, -5.1146, 0.1195], [-1.9642, -4.0521, -0.8776], [-1.5306, -2.7839, -0.1503], [-1.4817, 2.0211, 0.9188], [-2.6735, 1.7453, 0.9009], [-0.8578, 3.0357, -0.0235], [-1.7270, 3.2884, -1.2561], [-1.9965, 2.0157, -2.0672], [-0.7863, 1.1319, -2.2934], [-0.8151, -0.0657, -2.1156], [0.3231, 1.8056, -2.7196], [1.6152, 1.3269, -2.8982], [1.9453, -0.0279, -2.9365], [3.2764, -0.3594, -3.1088], [4.2221, 0.6492, -3.2385], [3.7822, 1.9616, -3.1971], [2.5151, 2.2967, -3.0314], [1.7206, 0.9819, 1.2653], [1.3233, -0.2564, 0.5280], [4.0723, 0.5227, -0.3085], [5.1252, 0.8824, 1.0609], [4.0580, -0.5263, 1.1087], [4.4421, 2.7735, 2.1854], [2.7129, 4.1715, 3.2369], [0.3294, 3.5219, 3.0396], [-2.1070, 0.9020, 3.1486], [-0.4286, 0.5150, 3.6345], [-2.7699, -0.1610, 1.1221], [-3.5212, -1.9937, 0.0606], [-3.9476, -2.9278, 2.3175], [-2.2893, -3.5386, 2.3786], [-3.8625, -5.3392, 1.7057], [-4.4174, -4.3597, 0.3452], [-2.7372, -6.0137, -0.4110], [-1.5760, -5.3846, 0.7632], [-1.1348, -4.4314, -1.4777], [-2.7873, -3.8175, -1.5571], [-1.2315, -2.0202, -0.8695], [-0.6828, -3.0024, 0.4999], [-0.7357, 3.9714, 0.5290], [0.1387, 2.6946, -0.3082], [-2.6907, 3.6829, -0.9302], [-1.2481, 4.0526, -1.8736], [-2.4110, 2.2836, -3.0425], [-2.7357, 1.4068, -1.5452], [0.2712, 2.8121, -2.8075], [1.1804, -0.7778, -2.8314], [3.5739, -1.3973, -3.1412], [5.2678, 0.4220, -3.3717], [4.4695, 2.7911, -3.2979], [2.0019, -0.4605, -0.2951], [1.3403, -1.1094, 1.2065], [0.3152, -0.1739, 0.1300]], "forces_ev_per_a": [[0.0, 0.0, 0.0], [0.0, 0.1, 0.1], [0.0, 0.0, 0.0], [-0.1, 0.1, 0.0], [0.0, -0.1, 0.0], [0.4, 0.2, 0.0], [0.1, -0.2, 0.3], [-0.2, -0.3, 0.2], [-0.1, 0.6, 0.2], [0.3, -0.3, 0.2], [-0.4, 0.1, -0.4], [0.4, -0.3, 0.3], [-0.3, 0.0, -0.2], [0.2, -0.1, 0.2], [-0.3, 0.0, -0.2], [0.2, -0.1, 0.2], [-0.2, 0.1, -0.3], [0.4, 0.3, -0.2], [-0.4, 0.1, -0.1], [-0.4, 0.1, -0.2], [0.0, -0.2, 0.2], [-0.2, 0.0, 0.1], [-0.3, 0.3, -0.1], [0.0, -0.3, 0.0], [-0.1, 0.3, -0.1], [0.4, -0.3, 0.0], [0.0, -0.1, -0.1], [0.0, 0.3, 0.0], [0.0, -0.1, 0.0], [0.2, -0.1, 0.0], [-0.4, 0.2, 0.1], [-0.1, 0.1, 0.1], [0.0, 0.0, 0.0], [0.0, -0.1, -0.1], [0.1, 0.0, 0.0], [0.1, -0.1, 0.0], [0.1, 0.0, 0.0], [0.0, 0.1, 0.0], [-0.1, 0.1, 0.0], [0.1, 0.0, 0.0], [-0.1, -0.1, -0.1], [0.1, 0.0, 0.1], [0.0, 0.0, 0.0], [0.0, 0.0, 0.0], [0.0, 0.0, 0.0], [-0.1, 0.0, 0.0], [-0.1, 0.0, 0.0], [0.1, -0.1, 0.0], [0.1, -0.1, 0.0], [0.0, 0.0, -0.1], [0.0, 0.0, -0.1], [0.0, 0.0, 0.1], [0.1, 0.0, 0.0], [0.1, -0.1, 0.0], [0.0, 0.1, 0.1], [0.0, 0.1, -0.1], [0.0, 0.1, 0.0], [0.0, 0.0, 0.0], [0.1, 0.0, -0.1], [0.0, -0.1, 0.1], [0.0, 0.0, 0.0], [0.0, -0.1, 0.0], [0.1, 0.0, 0.0], [0.1, 0.0, 0.0], [0.0, 0.0, -0.1], [0.0, -0.1, 0.0], [0.0, -0.1, -0.1]], "energy_ha": -1456.0049, "fmax_ev_per_a": 0.70, "multiplicity": 1, "homo_lumo_gap_ev": 9.70, "smiles": "Cc1cccc(N(CC(=O)NC2CCCCC2)C(=O)CCCC(=O)Nc2ccccn2)c1C"}



{"formula": "C14H38BFGaO6", "method": "ωB97M-V with the def2-TZVPD basis set", "symbols": ["C", "C", "C", "F", "Ga", "C", "O", "O", "B", "C", "O", "H", "H", "H", "H", "H", "H", "H", "H", "H", "H", "H", "H", "H", "H", "C", "C", "C", "O", "H", "H", "H", "H", "H", "H", "H", "H", "C", "C", "C", "O", "H", "H", "H", "H", "H", "H", "H", "H", "C", "C", "C", "O", "H", "H", "H", "H", "H", "H", "H", "H"], "positions_angstrom": [[6.5881, -3.1365, 1.3224], [5.9588, -2.6587, 0.0188], [4.5751, -2.0434, 0.1309], [4.7710, -0.6542, 0.4778], [3.2142, -2.9053, 1.4085], [3.0003, -4.8557, 0.7817], [2.3859, -4.8985, -0.5116], [1.4847, -6.0418, -0.6154], [1.3161, -1.9360, 1.4511], [-0.0621, -2.6308, 1.1055], [1.1852, -0.5698, 1.8143], [6.6868, -2.3140, 2.0328], [5.9917, -3.9186, 1.7930], [7.5916, -3.5322, 1.1378], [6.6164, -1.8885, -0.4094], [5.9039, -3.4845, -0.6978], [4.1626, -2.0161, -0.8849], [3.8456, -2.9797, 2.9045], [2.3616, -5.3858, 1.4968], [3.9470, -5.4153, 0.7356], [0.6897, -5.6435, -0.2363], [-0.3764, -3.2586, 1.9500], [-0.8439, -1.8893, 0.9220], [0.0188, -3.2890, 0.2342], [1.2599, -0.4468, 2.7657], [-4.1681, 0.2983, -0.8176], [-2.6919, -0.0385, -0.9377], [-2.0571, 0.5419, -2.1881], [-2.4526, -1.4373, -0.8662], [-4.7289, -0.1227, -1.6576], [-4.5823, -0.1162, 0.1023], [-4.3216, 1.3778, -0.8144], [-2.1562, 0.3539, -0.0693], [-2.5291, 0.1386, -3.0903], [-1.0015, 0.2769, -2.2104], [-2.1334, 1.6287, -2.2088], [-2.8858, -1.8856, -1.6002], [-6.2010, 4.0071, 2.3328], [-5.6448, 3.3617, 1.0736], [-4.5546, 4.2090, 0.4371], [-6.6888, 3.0935, 0.1377], [-6.6493, 4.9758, 2.0916], [-6.9715, 3.3763, 2.7754], [-5.4161, 4.1708, 3.0721], [-5.2377, 2.3795, 1.3205], [-4.9602, 5.1828, 0.1451], [-4.1619, 3.7237, -0.4559], [-3.7292, 4.3775, 1.1296], [-7.0764, 3.9376, -0.1179], [1.7579, 2.2816, -0.2593], [1.3212, 2.1762, -1.7093], [2.4261, 2.5737, -2.6732], [0.1378, 2.9501, -1.9498], [2.0264, 3.3176, -0.0245], [0.9533, 1.9704, 0.4056], [2.6219, 1.6473, -0.0600], [1.0180, 1.1481, -1.9125], [2.7131, 3.6169, -2.5058], [2.0897, 2.4727, -3.7054], [3.3097, 1.9513, -2.5299], [0.3520, 3.8751, -1.7874]], "forces_ev_per_a": [[0.1, 0.0, 0.0], [0.1, 0.2, 0.1], [-0.1, -0.1, 0.0], [0.0, 0.0, 0.0], [0.0, 0.1, 0.1], [0.2, -0.3, 0.0], [-0.3, 0.2, 0.0], [0.2, 0.0, 0.0], [0.1, 0.0, 0.0], [0.0, 0.2, -0.3], [-0.5, -0.1, 0.2], [-0.1, 0.0, 0.0], [0.0, 0.0, 0.0], [0.0, 0.0, 0.0], [0.0, -0.1, -0.2], [0.0, 0.0, 0.0], [-0.1, 0.1, 0.0], [0.0, 0.0, 0.0], [-0.1, 0.1, 0.0], [-0.1, -0.1, 0.0], [0.0, 0.0, 0.0], [0.1, 0.0, 0.0], [-0.1, -0.1, 0.0], [0.0, 0.0, 0.0], [0.4, 0.1, -0.2], [0.0, -0.1, 0.0], [0.2, 0.1, -0.1], [0.0, 0.0, 0.0], [-0.2, -0.2, 0.1], [0.0, 0.0, 0.0], [0.0, 0.0, 0.0], [0.0, 0.0, 0.0], [0.0, 0.0, 0.0], [-0.1, 0.0, 0.0], [0.0, 0.0, 0.0], [0.0, 0.0, 0.0], [0.0, 0.1, -0.1], [-0.1, 0.0, 0.0], [0.1, 0.1, 0.0], [0.0, 0.0, 0.0], [0.0, 0.0, 0.0], [0.0, 0.0, 0.0], [0.0, 0.0, 0.0], [0.0, 0.0, 0.0], [0.0, 0.0, 0.0], [0.0, 0.0, 0.0], [0.0, 0.0, 0.0], [0.0, 0.0, 0.0], [0.0, 0.0, 0.0], [-0.1, 0.0, 0.0], [0.1, 0.0, 0.1], [0.0, 0.0, 0.0], [0.0, 0.0, -0.1], [0.0, 0.0, 0.0], [0.0, 0.0, 0.0], [0.0, 0.0, 0.0], [0.0, 0.0, 0.0], [0.0, 0.0, 0.0], [0.0, 0.0, 0.0], [0.0, 0.0, 0.0], [0.1, 0.0, 0.0]], "energy_ha": -3057.0623, "fmax_ev_per_a": 0.56, "multiplicity": 1, "homo_lumo_gap_ev": 6.20, "total_charge": -1}